1.
{
  "formula": "C34H55ClF7NO10S",
  "method": "ωB97M-V/def2-TZVPD",
  "lumo_energy_ev": -1.7991,
  "total_charge": 0,
  "smiles": "C[C@H](O)CNCCOC1=CC(=O)c2c(Cl)cc(S(=O)(=O)C(F)(F)C(F)(F)C(F)(F)F)cc2C1=O.CCOCC.CCOCC.CCOCC.CCOCC",
  "orbital_gap_ha": 0.281,
  "multiplicity": 1,
  "symbols": ["C", "C", "O", "C", "N", "C", "C", "O", "C", "C", "C", "O", "C", "C", "Cl", "C", "C", "S", "O", "O", "C", "F", "F", "C", "F", "F", "C", "F", "F", "F", "C", "C", "C", "O", "H", "H", "H", "H", "H", "H", "H", "H", "H", "H", "H", "H", "H", "H", "H", "C", "C", "O", "C", "C", "H", "H", "H", "H", "H", "H", "H", "H", "H", "H", "C", "C", "O", "C", "C", "H", "H", "H", "H", "H", "H", "H", "H", "H", "H", "C", "C", "O", "C", "C", "H", "H", "H", "H", "H", "H", "H", "H", "H", "H", "C", "C", "O", "C", "C", "H", "H", "H", "H", "H", "H", "H", "H", "H", "H"],
  "xyz": [[1.45, -3.31, -8.15], [0.67, -2.14, -7.35], [-0.06, -2.77, -6.28], [-0.32, -1.32, -8.34], [-1.25, -0.40, -7.62], [-0.99, 1.04, -7.92], [-0.12, 1.80, -6.79], [-0.97, 2.74, -6.04], [-0.94, 2.40, -4.64], [-1.65, 1.21, -4.28], [-1.61, 0.76, -2.74], [-2.56, 0.15, -2.19], [-0.26, 1.13, -1.95], [0.36, 0.27, -0.82], [-0.46, -1.29, -0.36], [1.65, 0.72, -0.07], [2.33, 2.07, -0.48], [3.88, 2.47, 0.50], [4.90, 1.45, 0.05], [3.61, 2.26, 1.98], [4.40, 4.23, 0.19], [4.66, 4.43, -1.19], [3.31, 5.09, 0.57], [5.68, 4.73, 1.02], [6.20, 5.86, 0.30], [5.34, 5.24, 2.31], [6.88, 3.68, 1.14], [6.66, 2.66, 2.10], [8.00, 4.42, 1.65], [7.31, 3.17, -0.11], [1.77, 2.95, -1.61], [0.48, 2.44, -2.33], [-0.17, 3.29, -3.54], [-0.04, 4.54, -3.64], [2.55, -3.36, -7.82], [1.39, -3.10, -9.28], [1.00, -4.34, -7.95], [1.45, -1.37, -6.98], [0.58, -3.06, -5.59], [-0.95, -2.12, -8.89], [0.32, -0.82, -9.14], [-2.21, -0.58, -7.96], [-1.99, 1.59, -7.98], [-0.42, 1.20, -8.92], [0.36, 1.01, -6.11], [0.74, 2.42, -7.23], [-2.21, 0.58, -5.05], [2.08, 0.05, 0.75], [2.29, 3.92, -1.92], [1.45, 2.73, 4.52], [0.83, 3.75, 3.58], [0.07, 3.17, 2.53], [-1.05, 2.38, 2.91], [-2.10, 3.15, 3.68], [2.03, 2.00, 3.95], [2.11, 3.23, 5.24], [0.69, 2.18, 5.08], [1.62, 4.33, 3.11], [0.21, 4.47, 4.14], [-0.71, 1.50, 3.48], [-1.49, 2.00, 1.99], [-1.73, 3.48, 4.66], [-2.99, 2.53, 3.85], [-2.40, 4.05, 3.13], [-4.09, 1.84, 7.58], [-4.72, 2.86, 6.64], [-5.47, 2.27, 5.59], [-6.59, 1.48, 5.97], [-7.64, 2.26, 6.74], [-3.51, 1.10, 7.01], [-3.43, 2.33, 8.29], [-4.85, 1.29, 8.14], [-3.92, 3.44, 6.17], [-5.33, 3.58, 7.20], [-6.25, 0.61, 6.54], [-7.03, 1.11, 5.05], [-7.27, 2.58, 7.72], [-8.53, 1.64, 6.91], [-7.94, 3.16, 6.19], [1.79, -3.54, 2.69], [2.54, -3.02, 1.47], [3.49, -2.01, 1.78], [4.54, -2.37, 2.66], [5.43, -3.48, 2.12], [1.34, -2.71, 3.25], [1.00, -4.23, 2.38], [2.46, -4.08, 3.37], [1.82, -2.57, 0.78], [3.03, -3.84, 0.93], [4.15, -2.63, 3.65], [5.16, -1.47, 2.80], [4.88, -4.43, 2.05], [6.29, -3.64, 2.77], [5.79, -3.23, 1.12], [-2.94, -4.03, -1.34], [-1.97, -5.04, -1.91], [-1.22, -5.74, -0.93], [-1.96, -6.52, 0.00], [-2.75, -7.64, -0.66], [-2.43, -3.35, -0.65], [-3.41, -3.45, -2.14], [-3.74, -4.52, -0.77], [-1.24, -4.51, -2.54], [-2.48, -5.76, -2.57], [-2.61, -5.88, 0.60], [-1.23, -6.96, 0.68], [-3.55, -7.25, -1.29], [-3.21, -8.28, 0.10], [-2.10, -8.25, -1.29]],
  "mulliken_charge": [-1.1062, 0.4792, -0.5434, -0.8824, -0.1515, -0.7129, -0.3337, -0.4603, 0.1818, -0.2629, 0.0811, -0.5309, 0.2085, 0.2372, -0.1005, -0.8125, 0.3213, 1.1634, -0.5778, -0.4461, 0.5988, -0.2395, -0.2137, 0.4786, -0.2737, -0.2326, 0.5565, -0.1484, -0.2609, -0.1940, -0.3761, 0.2889, 0.1946, -0.5325, 0.3197, 0.2934, 0.2727, 0.1746, 0.3105, 0.3228, 0.2707, 0.2648, 0.4376, 0.2152, 0.2932, 0.3551, 0.3410, 0.3216, 0.3278, -1.0257, -0.2806, -0.3403, -0.3705, -0.9951, 0.1423, 0.4035, 0.3357, 0.2526, 0.3729, 0.3006, 0.2780, 0.2487, 0.4480, 0.2584, -1.1084, -0.2799, -0.3737, -0.3479, -1.0290, 0.2887, 0.3878, 0.3039, 0.2722, 0.3159, 0.3044, 0.3238, 0.2597, 0.3861, 0.2895, -1.1842, 0.0378, -0.1734, -0.3927, -1.1064, 0.2961, 0.3408, 0.3325, -0.0262, 0.3315, 0.3401, 0.2960, 0.2570, 0.3986, 0.3011, -1.0011, -0.2685, -0.4193, -0.2590, -1.1183, 0.2085, 0.3881, 0.3301, 0.2600, 0.3038, 0.3028, 0.3271, 0.2604, 0.3984, 0.2985]
}

=====

2.
{
  "formula": "C23H32BMgN6O6S2",
  "method": "ωB97M-V/def2-TZVPD",
  "lumo_energy_ev": 2.7591,
  "total_charge": -1,
  "de_lowest_kcal_mol": 20.1,
  "orbital_gap_ha": 0.258,
  "multiplicity": 1,
  "symbols": ["Mg", "O", "C", "O", "C", "C", "C", "C", "C", "O", "C", "C", "O", "O", "H", "H", "H", "H", "H", "H", "H", "H", "C", "N", "C", "C", "N", "B", "N", "C", "C", "N", "C", "C", "S", "C", "S", "H", "H", "H", "H", "H", "H", "H", "H", "H", "H", "H", "H", "O", "C", "C", "C", "C", "C", "C", "N", "H", "H", "H", "H", "H", "H", "H", "H", "H", "H", "H", "N", "C", "H"],
  "xyz": [[0.17, -0.20, -0.07], [-2.03, 2.45, 1.24], [-1.17, 2.20, 0.39], [-0.04, 1.61, 0.63], [-1.44, 2.68, -1.05], [-0.17, 2.83, -1.90], [-0.43, 3.77, -3.09], [-1.31, 2.87, -4.00], [-1.36, 1.58, -3.18], [-0.08, 1.54, -2.55], [-2.30, 1.72, -1.96], [-2.56, 0.29, -1.48], [-3.43, -0.38, -2.06], [-1.81, -0.16, -0.54], [-1.96, 3.63, -0.94], [0.74, 3.02, -1.34], [0.50, 4.03, -3.58], [-0.93, 4.68, -2.78], [-0.84, 2.69, -4.96], [-2.31, 3.27, -4.18], [-1.51, 0.66, -3.75], [-3.25, 2.16, -2.25], [2.20, -3.71, -1.28], [3.27, -2.80, -0.94], [4.46, -3.15, -0.34], [5.14, -2.01, -0.14], [4.39, -0.96, -0.63], [4.84, 0.52, -0.52], [3.91, 1.26, 0.52], [4.09, 2.61, 0.75], [3.27, 2.98, 1.75], [2.57, 1.85, 2.12], [1.55, 1.78, 3.16], [2.98, 0.80, 1.35], [2.31, -0.78, 1.42], [3.22, -1.45, -1.12], [1.89, -0.58, -1.72], [2.63, -4.64, -1.64], [1.59, -3.25, -2.06], [1.57, -3.91, -0.41], [4.69, -4.18, -0.09], [6.10, -1.84, 0.32], [5.98, 0.51, -0.10], [4.74, 1.12, -1.57], [4.79, 3.19, 0.16], [3.09, 3.94, 2.22], [1.59, 2.72, 3.72], [1.76, 0.94, 3.82], [0.58, 1.65, 2.70], [-0.65, -1.48, 1.52], [-1.52, -1.51, 2.37], [-2.28, -0.32, 2.87], [-3.62, -0.27, 2.08], [-4.39, -1.58, 1.88], [-3.68, -2.61, 0.97], [-2.66, -3.49, 1.71], [-2.01, -2.74, 2.81], [-1.74, 0.60, 2.70], [-2.47, -0.46, 3.94], [-3.38, 0.14, 1.10], [-4.26, 0.46, 2.58], [-5.34, -1.32, 1.42], [-4.65, -2.04, 2.85], [-3.18, -2.06, 0.17], [-4.42, -3.25, 0.49], [-1.90, -3.86, 1.04], [-3.15, -4.36, 2.17], [-2.68, -2.59, 3.55], [-1.16, -2.44, -2.23], [-0.41, -2.06, -1.43], [-2.11, -2.29, -2.58]],
  "mulliken_charge": [2.5430, -0.8285, -0.2754, -0.2211, -0.3083, -0.0875, -1.0825, -1.0659, -0.2239, -0.5217, 0.0405, -0.5169, -0.8646, -0.0002, 0.7175, 0.6256, 0.3599, 0.3919, 0.3565, 0.3556, 0.7095, 0.6868, -0.9138, 0.3389, -0.5658, -0.4386, -0.0037, 0.4119, 0.3614, -0.8313, -0.3547, 0.2953, -0.8085, 0.0430, -0.4732, -0.2656, -0.5256, 0.4224, 0.3310, 0.2594, 0.4350, 0.4437, -0.2269, -0.1596, 0.4741, 0.3974, 0.3215, 0.2884, 0.1709, -0.7270, 0.1572, -0.4705, 0.4241, -1.3251, 0.4956, -1.0692, -0.3307, -0.3383, 0.5423, -0.5486, 0.5869, 0.4751, 0.3366, -0.3822, 0.5163, 0.3086, 0.3965, 0.4263, -0.1374, -0.8798, 0.3261]
}